# 1
Formula: C49H54N7O6
Source: the Open Molecules 2025 dataset
Level of theory: ωB97M-V/def2-TZVPD

Energy above the lowest of the compared OMol25 structures with the same formula, charge and spin: 92.6 kcal/mol
Molecular weight: 837.0 g/mol
DFT total energy: -74379.0741 eV
HOMO energy: -10.6 eV
Charge: +1

Last column: Mulliken charge in e.
Cartesian coordinates (Å):
C 32.58 6.66 3.80  -1.97
C 31.60 6.74 4.95  0.68
N 31.59 5.59 5.89  0.39
C 30.86 4.52 5.62  -0.88
C 30.91 3.73 6.71  -0.55
N 31.64 4.45 7.70  0.77
C 31.96 5.68 7.06  -1.29
C 31.96 3.83 8.99  -1.32
H 33.61 6.66 4.04  0.24
H 32.29 7.43 3.31  0.71
H 32.30 5.76 3.37  0.55
H 30.48 7.00 4.61  0.20
H 31.66 7.80 5.46  -0.62
H 30.38 4.26 4.60  0.23
H 30.46 2.80 6.83  0.89
H 32.36 6.49 7.64  1.24
H 31.37 2.90 9.24  -0.10
H 31.65 4.43 9.59  0.93
H 32.98 3.68 8.86  0.73
N 29.52 5.91 14.39  -0.56
C 29.23 4.86 15.26  -0.26
C 29.73 3.56 15.12  -0.76
C 30.21 3.23 13.85  -0.52
C 30.30 4.23 12.77  0.27
C 30.00 5.54 13.14  0.15
H 28.85 5.26 16.30  0.29
H 29.66 2.82 15.72  0.57
H 30.77 2.43 13.49  0.41
H 30.74 3.98 11.94  0.37
H 30.15 6.26 12.18  0.02
N 28.75 9.24 6.03  -0.63
C 30.05 9.59 6.48  -0.60
C 30.69 8.84 7.54  0.04
C 29.95 7.87 8.17  0.83
C 28.65 7.59 7.76  -0.32
C 28.20 8.16 6.60  -0.71
H 30.52 10.38 5.80  0.36
H 31.82 9.24 7.76  -0.11
H 30.38 7.06 8.89  0.26
H 28.01 6.71 8.15  0.17
H 27.36 7.81 6.26  0.78
N 30.18 4.26 1.79  -0.09
C 29.68 5.35 1.18  0.19
C 30.24 5.92 0.11  -0.65
C 31.37 5.55 -0.48  -0.62
C 31.81 4.23 0.03  -0.11
C 31.13 3.68 1.05  -0.60
H 28.71 5.82 1.74  0.12
H 29.72 6.76 -0.31  0.35
H 31.98 6.00 -1.13  0.60
H 32.76 3.74 -0.38  0.29
H 31.44 2.78 1.29  0.50
N 26.52 4.43 2.76  -0.52
C 25.35 5.20 3.04  -0.44
C 25.06 5.65 4.30  -0.53
C 25.81 5.16 5.35  -0.97
C 27.02 4.49 5.12  -0.43
C 27.25 4.18 3.78  -0.26
H 24.71 5.52 2.20  0.34
H 24.24 6.13 4.82  0.39
H 25.41 5.04 6.13  1.07
H 27.49 4.06 5.81  0.80
H 28.20 3.79 3.67  0.60
N 28.38 2.32 8.10  -0.30
C 28.41 3.52 8.72  -0.13
C 28.00 3.68 10.10  -0.47
C 27.42 2.52 10.78  -0.46
C 27.45 1.27 10.19  -0.66
C 27.98 1.26 8.83  -0.21
H 28.69 4.36 8.12  0.62
H 28.06 4.73 10.67  0.26
H 27.07 2.49 11.76  0.51
H 27.05 0.33 10.74  0.34
H 27.99 0.45 8.05  0.47
C 34.53 10.71 8.47  -0.34
C 35.06 9.29 8.31  -0.75
C 34.76 8.63 7.02  0.55
C 34.13 9.45 6.06  -0.58
C 33.66 10.81 6.30  -0.68
C 33.86 11.44 7.53  0.83
O 33.33 12.68 7.78  -0.54
O 34.97 7.33 6.72  -0.49
H 34.96 11.10 9.61  0.06
H 35.57 8.71 9.05  0.49
H 33.68 9.11 5.14  0.38
H 33.12 11.39 5.55  0.49
H 33.66 13.05 8.57  0.30
H 35.44 6.72 7.29  0.34
C 34.49 0.04 8.87  -0.57
C 34.63 0.99 10.14  -0.58
C 33.44 1.46 10.73  0.67
C 32.16 1.06 10.33  -1.06
C 32.01 0.17 9.22  -0.47
C 33.13 -0.37 8.51  0.52
O 32.95 -1.17 7.43  -0.43
O 33.46 2.50 11.70  -0.40
H 35.53 -0.17 8.32  0.22
H 35.62 1.71 10.34  0.17
H 31.65 1.22 11.04  1.01
H 31.00 -0.06 8.89  0.43
H 33.60 -1.60 7.19  0.25
H 34.37 2.62 11.97  0.28
C 34.01 8.62 11.90  -0.64
C 34.03 9.83 12.98  -0.98
C 32.89 10.53 13.24  0.69
C 31.73 10.19 12.47  -0.72
C 31.77 9.15 11.40  -0.49
C 32.86 8.40 11.14  0.41
O 32.83 7.40 10.20  0.12
O 32.95 11.48 14.20  -0.55
H 35.03 8.17 11.75  0.29
H 34.82 9.84 13.58  0.60
H 30.71 10.54 12.68  0.27
H 30.83 8.88 11.04  0.57
H 33.67 7.06 10.24  0.11
H 31.99 11.67 14.47  0.33

=====

# 2
Formula: Cl5HSi2
Source: the Open Molecules 2025 dataset
Level of theory: ωB97M-V/def2-TZVPD

Energy above the lowest of the compared OMol25 structures with the same formula, charge and spin: 0.0 kcal/mol
Molecular weight: 234.4 g/mol
DFT total energy: -78389.3586 eV
HOMO energy: -9.5 eV
Charge: 0

Last column: Mulliken charge in e.
Cartesian coordinates (Å):
Si 1.38 0.21 -0.06  0.74
Si -2.42 -0.74 0.71  0.39
Cl 0.59 -0.16 -1.83  -0.13
Cl 0.44 -0.75 1.59  -0.23
Cl -2.10 -1.69 -1.04  -0.15
Cl 1.49 2.15 0.37  -0.15
Cl -2.07 1.43 0.21  -0.31
H 2.69 -0.44 0.04  -0.15

=====

# 3
Formula: C2H3O2S2
Source: the Open Molecules 2025 dataset
Level of theory: ωB97M-V/def2-TZVPD

Energy above the lowest of the compared OMol25 structures with the same formula, charge and spin: 54.9 kcal/mol
Molecular weight: 123.2 g/mol
DFT total energy: -27887.4996 eV
HOMO energy: -3.5 eV
Charge: -1

Last column: Mulliken charge in e.
Cartesian coordinates (Å):
C 0.06 -0.11 -0.50  -0.49
C 0.86 0.01 0.50  -0.17
S 2.37 0.78 0.05  0.72
O 2.11 1.36 -1.25  -0.60
O 3.00 1.64 1.03  -0.61
S 3.51 -1.31 -0.05  -0.62
H -0.90 -0.62 -0.28  0.19
H 0.09 0.13 -1.56  0.25
H 0.64 -0.52 1.43  0.33

=====

# 4
Formula: C4H8F3O4Y2
Source: the Open Molecules 2025 dataset
Level of theory: ωB97M-V/def2-TZVPD

Energy above the lowest of the compared OMol25 structures with the same formula, charge and spin: 441.0 kcal/mol
Molecular weight: 354.9 g/mol
DFT total energy: -22656.1993 eV
HOMO energy: -16.1 eV
Charge: +3

Last column: Mulliken charge in e.
Cartesian coordinates (Å):
Y 0.31 -7.79 -2.74  1.63
Y -0.06 -1.67 -5.00  1.39
O 0.58 -5.67 -6.40  -0.64
H 0.93 -5.99 -7.25  0.31
O -0.98 -3.92 -1.62  -0.74
H -1.13 -3.41 -0.81  0.27
C 1.11 1.87 0.64  0.24
O 0.00 1.17 1.09  -0.15
O 1.22 1.36 -0.68  -0.24
C 1.12 3.46 0.71  0.73
F 0.13 4.08 0.01  -0.19
F 1.05 3.99 1.91  -0.16
F 2.24 3.92 0.10  -0.18
C -0.40 1.37 2.45  -0.13
C -1.76 0.73 2.63  -1.24
H -2.20 0.80 3.63  0.39
H -2.42 1.22 1.92  0.34
H -1.76 -0.30 2.29  0.31
H -0.35 2.36 2.91  0.40
H 0.31 0.81 3.06  0.30
H 2.04 1.62 1.15  0.37

=====

# 5
Formula: C19H25N3O5
Source: the Open Molecules 2025 dataset
Level of theory: ωB97M-V/def2-TZVPD

Energy above the lowest of the compared OMol25 structures with the same formula, charge and spin: 78.7 kcal/mol
Molecular weight: 375.4 g/mol
DFT total energy: -34816.1972 eV
HOMO energy: -8.1 eV
Charge: 0

Last column: Mulliken charge in e.
Cartesian coordinates (Å):
C 3.51 -0.15 -4.94  -0.79
O 2.31 -0.92 -5.09  -0.45
C 1.46 -0.97 -4.03  0.95
C 0.26 -1.72 -4.20  -0.77
C -0.68 -1.76 -3.19  -0.44
C -0.51 -1.02 -2.00  -0.01
C -1.57 -0.92 -1.01  -0.79
C -2.05 0.25 -0.47  0.95
C -3.07 0.13 0.58  0.10
O -3.46 -0.95 1.02  -0.66
N -3.60 1.32 1.09  -0.01
C -4.61 1.22 2.12  -1.08
C -3.13 2.60 0.77  0.68
O -3.54 3.62 1.33  -0.65
N -2.15 2.67 -0.22  0.04
C -1.78 4.02 -0.61  -1.12
C -1.73 1.59 -1.01  0.60
O -1.15 1.80 -2.07  -0.65
C 0.72 -0.35 -1.81  -0.33
C 1.69 -0.32 -2.79  -0.53
H 4.05 -0.29 -5.88  0.24
H 3.27 0.92 -4.80  0.34
H 4.11 -0.51 -4.10  0.32
H 0.11 -2.23 -5.15  0.41
H -1.61 -2.31 -3.33  0.43
H -2.10 -1.83 -0.73  0.46
H -4.86 2.23 2.42  0.39
H -5.48 0.70 1.73  0.32
H -4.21 0.65 2.97  0.30
H -1.02 3.95 -1.38  0.38
H -2.66 4.55 -0.98  0.33
H -1.40 4.54 0.27  0.33
H 0.88 0.18 -0.87  0.35
H 2.62 0.23 -2.62  0.33
C -0.39 -1.17 2.63  -0.99
N 1.03 -1.16 2.78  0.09
C 1.70 -2.41 2.53  -0.44
C 3.16 -2.35 2.96  -0.59
O 3.79 -1.16 2.49  -0.37
C 3.16 0.02 2.96  -0.70
C 1.70 0.09 2.53  -0.02
H -0.82 -0.27 3.09  0.28
H -0.73 -1.20 1.58  0.23
H -0.81 -2.05 3.13  0.33
H 1.18 -3.18 3.11  0.37
H 1.65 -2.69 1.46  0.22
H 3.22 -2.41 4.06  0.33
H 3.74 -3.16 2.50  0.31
H 3.21 0.08 4.07  0.35
H 3.75 0.84 2.52  0.34
H 1.65 0.38 1.46  -0.16
H 1.18 0.87 3.11  0.44

=====

> Look up the charge of the third one.

-1